Entry 1:
Entry from the OMol25 dataset: a 2-piece molecular cluster, C4H13N2 overall at a distorted geometry (ωB97M-V/def2-TZVPD).

ORCA input file:
```
! RIJCOSX wB97M-V def2-TZVPD def2/J DEFGRID3
* xyz 1 1
C 2.76 1.15 -0.07
C 0.83 -1.03 1.09
C -2.52 0.02 0.28
C 1.44 0.92 -0.15
N -1.55 0.12 -0.82
N 0.97 -0.45 -0.23
H 3.41 0.32 -0.11
H -2.90 1.02 0.63
H 3.25 2.16 -0.14
H 1.65 -1.49 1.59
H 0.25 -0.30 1.70
H 0.16 -1.83 0.96
H -1.85 -0.39 1.12
H -3.43 -0.42 0.10
H 0.63 1.65 0.00
H -1.68 1.09 -1.13
H -1.91 -0.46 -1.62
H 1.42 -1.16 -0.82
H -0.15 -0.38 -0.56
*
```

## Properties
Energy above the lowest of the compared OMol25 structures with the same formula, charge and spin = 2.683 eV
Strongest force on any atom = 4.7 eV/Å
Orbital gap = 11.586 eV



Entry 2:
Entry from the OMol25 dataset: a 2-piece molecular cluster, C4H13N2 overall (ωB97M-V/def2-TZVPD).

ORCA input file:
```
! RIJCOSX wB97M-V def2-TZVPD def2/J DEFGRID3
* xyz 1 1
C -0.37 -0.37 -2.04
C 0.62 -1.32 -2.69
H -1.05 -0.88 -1.35
H -1.00 0.12 -2.78
H 0.10 0.47 -1.51
H 0.06 -2.14 -3.14
H 1.17 -0.80 -3.47
H 1.35 -1.71 -1.98
C 1.53 0.07 1.57
N 0.30 0.71 2.08
C -0.85 0.64 1.49
N -1.98 1.19 1.90
H 2.06 -0.33 2.43
H 2.16 0.85 1.13
H 1.28 -0.70 0.85
H 0.36 1.29 2.91
H -0.92 0.04 0.59
H -2.02 1.77 2.72
H -2.80 1.12 1.30
*
```

## Properties
Energy above the lowest of the compared OMol25 structures with the same formula, charge and spin = 0.673 eV
Strongest force on any atom = 0.8 eV/Å
Orbital gap = 11.614 eV



Entry 3:
Entry from the OMol25 dataset: a 2-piece molecular cluster, C4H13N2O overall (ωB97M-V/def2-TZVPD).

ORCA input file:
```
! RIJCOSX wB97M-V def2-TZVPD def2/J DEFGRID3
* xyz -1 1
C -0.26 -1.76 2.06
N -1.18 -2.31 1.09
C -1.76 -1.22 0.23
O -0.86 -0.49 -0.44
H 0.53 -1.15 1.61
H 0.20 -2.56 2.65
H -0.83 -1.14 2.76
H -0.67 -2.89 0.43
H -2.37 -0.62 0.94
H -2.48 -1.76 -0.42
C 1.90 1.02 -1.47
C 1.00 1.94 -0.67
N -0.29 2.06 -1.32
H 1.94 1.34 -2.51
H 2.92 0.97 -1.06
H 1.47 0.01 -1.40
H 0.89 1.52 0.34
H 1.44 2.94 -0.55
H -0.81 1.19 -1.15
H -0.80 2.89 -1.11
*
```

## Properties
Energy above the lowest of the compared OMol25 structures with the same formula, charge and spin = 0.535 eV
Strongest force on any atom = 0.9 eV/Å
Orbital gap = 7.223 eV



Entry 4:
Entry from the OMol25 dataset: a 2-piece molecular cluster, C4H13N2O overall (ωB97M-V/def2-TZVPD).

ORCA input file:
```
! RIJCOSX wB97M-V def2-TZVPD def2/J DEFGRID3
* xyz 1 1
C 2.16 0.13 0.40
O 1.75 -1.25 0.40
C 0.97 0.98 0.01
N 1.29 2.39 0.28
H 2.47 0.41 1.41
H 3.01 0.32 -0.26
H 2.51 -1.73 0.74
H 0.70 0.79 -1.04
H 0.12 0.69 0.64
H 0.63 3.00 -0.18
H 2.16 2.57 -0.22
C -2.93 -0.63 0.27
C -0.93 -1.57 -0.77
N -1.75 -0.61 -0.62
H -3.81 -0.37 -0.33
H -2.74 0.09 1.06
H -3.03 -1.62 0.68
H -1.21 -2.55 -0.42
H 0.08 -1.33 -1.07
H -1.47 0.29 -0.98
*
```

## Properties
Energy above the lowest of the compared OMol25 structures with the same formula, charge and spin = 2.896 eV
Strongest force on any atom = 0.9 eV/Å
Orbital gap = 8.292 eV



Entry 5:
Entry from the OMol25 dataset: a 2-piece molecular cluster, C4H13N2O overall (ωB97M-V/def2-TZVPD).

ORCA input file:
```
! RIJCOSX wB97M-V def2-TZVPD def2/J DEFGRID3
* xyz 1 1
C -0.22 -0.43 -2.74
C 0.06 -1.26 -1.48
C 0.18 -0.41 -0.24
N -0.34 1.68 1.67
C -1.30 1.11 0.99
N -1.13 0.19 0.09
H -0.89 -0.94 -3.43
H 0.69 -0.22 -3.28
H -0.68 0.53 -2.51
H -0.72 -2.01 -1.33
H 0.96 -1.84 -1.62
H 0.54 -0.95 0.63
H 0.88 0.42 -0.41
H -0.57 2.35 2.39
H 0.60 1.31 1.80
H -2.29 1.53 1.19
H -1.97 -0.20 -0.31
H 1.74 -0.11 3.56
H 2.61 -0.65 2.42
O 1.85 -0.08 2.60
*
```

## Properties
Energy above the lowest of the compared OMol25 structures with the same formula, charge and spin = 0.575 eV
Strongest force on any atom = 0.9 eV/Å
Orbital gap = 12.016 eV



Entry 6:
Entry from the OMol25 dataset: an isolated ion of composition C4H13N2O and charge +1 at a distorted geometry (ωB97M-V/def2-TZVPD).

ORCA input file:
```
! RIJCOSX wB97M-V def2-TZVPD def2/J DEFGRID3
* xyz 1 1
N 2.02 -0.09 -0.09
C 0.59 0.30 -0.15
C -0.15 -0.01 -1.43
C -1.68 0.24 -1.37
O -1.88 1.53 -0.82
C -0.16 -0.32 1.05
N 0.81 -0.71 2.11
H 0.43 -1.36 2.81
H 2.55 0.77 -0.11
H 2.25 -0.48 -1.00
H 0.54 1.40 -0.06
H 0.06 -1.09 -1.56
H 0.25 0.48 -2.32
H -2.32 -0.55 -0.97
H -2.01 0.35 -2.42
H -2.49 1.50 -0.06
H -0.86 0.35 1.54
H -0.73 -1.18 0.70
H 1.56 -1.23 1.63
H 1.22 0.12 2.53
*
```

## Properties
Energy above the lowest of the compared OMol25 structures with the same formula, charge and spin = 1.926 eV
Strongest force on any atom = 2.2 eV/Å
Orbital gap = 10.324 eV



HOMO level list, top to bottom, in eV: -14.48; -15.04; -2.93; -13.13; -14.94; -13.81